{"formula": "C60H162N6O36", "method": "ωB97M-V with the def2-TZVPD basis set", "symbols": ["C", "O", "C", "C", "N", "C", "C", "O", "C", "H", "H", "H", "H", "H", "H", "H", "H", "H", "H", "H", "H", "H", "H", "H", "C", "O", "C", "C", "N", "C", "C", "O", "C", "H", "H", "H", "H", "H", "H", "H", "H", "H", "H", "H", "H", "H", "H", "H", "C", "O", "C", "C", "N", "C", "C", "O", "C", "H", "H", "H", "H", "H", "H", "H", "H", "H", "H", "H", "H", "H", "H", "H", "C", "O", "C", "C", "N", "C", "C", "O", "C", "H", "H", "H", "H", "H", "H", "H", "H", "H", "H", "H", "H", "H", "H", "H", "C", "O", "C", "C", "N", "C", "C", "O", "C", "H", "H", "H", "H", "H", "H", "H", "H", "H", "H", "H", "H", "H", "H", "H", "C", "O", "C", "C", "N", "C", "C", "O", "C", "H", "H", "H", "H", "H", "H", "H", "H", "H", "H", "H", "H", "H", "H", "H", "C", "C", "O", "O", "H", "H", "H", "H", "H", "H", "C", "C", "O", "O", "H", "H", "H", "H", "H", "H", "C", "C", "O", "O", "H", "H", "H", "H", "H", "H", "C", "C", "O", "O", "H", "H", "H", "H", "H", "H", "C", "C", "O", "O", "H", "H", "H", "H", "H", "H", "C", "C", "O", "O", "H", "H", "H", "H", "H", "H", "C", "C", "O", "O", "H", "H", "H", "H", "H", "H", "C", "C", "O", "O", "H", "H", "H", "H", "H", "H", "C", "C", "O", "O", "H", "H", "H", "H", "H", "H", "C", "C", "O", "O", "H", "H", "H", "H", "H", "H", "C", "C", "O", "O", "H", "H", "H", "H", "H", "H", "C", "C", "O", "O", "H", "H", "H", "H", "H", "H"], "coordinates": [[3.69063, -3.49123, -4.57075], [2.44440, -4.26215, -4.72795], [1.29165, -3.43036, -5.11131], [-0.00863, -4.20105, -4.76968], [-0.35931, -4.19792, -3.30167], [-1.44944, -5.13014, -2.96043], [-2.13340, -4.59430, -1.69188], [-3.17245, -5.52043, -1.26730], [-3.77092, -5.24109, -0.04301], [4.45817, -4.20206, -4.26462], [3.47593, -2.77224, -3.78015], [3.93159, -3.10259, -5.56020], [1.36138, -3.17118, -6.16775], [1.25123, -2.49780, -4.54846], [0.04102, -5.16753, -5.27123], [-0.74346, -3.67526, -5.37933], [-0.64393, -3.23383, -3.20351], [-1.04367, -6.13676, -2.85955], [-2.28570, -5.10440, -3.65909], [-2.53579, -3.58169, -1.72034], [-1.40728, -4.57806, -0.87912], [-4.14775, -4.22293, 0.05427], [-3.03222, -5.41474, 0.73945], [-4.63927, -5.85903, 0.18554], [-0.41670, 4.29955, 5.35490], [-0.87611, 2.89487, 5.48743], [-2.29426, 2.72547, 5.55738], [-2.54022, 1.24249, 5.58211], [-1.88478, 0.61514, 6.70141], [-2.04828, -0.81967, 6.68681], [-0.94746, -1.59721, 7.45869], [-1.14414, -2.92227, 7.02801], [-0.11045, -3.75834, 7.49808], [-0.80885, 5.07131, 6.01725], [-0.67787, 4.61112, 4.34355], [0.66881, 4.22724, 5.42221], [-2.78445, 3.29375, 4.76690], [-2.66501, 3.15397, 6.48852], [-2.14833, 0.68688, 4.73016], [-3.61809, 1.08078, 5.56975], [-0.90936, 0.83663, 6.56142], [-2.02787, -1.15490, 5.64984], [-3.02530, -0.98661, 7.14031], [-1.00609, -1.41450, 8.53168], [0.00485, -1.18888, 7.12035], [-0.21861, -3.97851, 8.56011], [0.86894, -3.38415, 7.19997], [-0.18871, -4.69275, 6.94234], [-3.14639, 1.21127, 2.06785], [-2.07820, 0.57177, 1.51011], [-2.34903, -0.75673, 0.96671], [-1.06000, -1.54460, 0.63165], [-0.18394, -0.88610, -0.34860], [0.90039, -1.84076, -0.66856], [2.09537, -1.11144, -1.34045], [1.74624, -0.32760, -2.49190], [1.97286, 1.05124, -2.33419], [-3.62776, 0.58079, 2.81542], [-3.91178, 1.55332, 1.37123], [-2.92819, 2.12717, 2.61706], [-2.98928, -0.68556, 0.08744], [-2.98458, -1.24282, 1.70691], [-1.28954, -2.59938, 0.48047], [-0.55439, -1.50195, 1.59633], [0.29011, -0.08032, 0.03363], [0.51333, -2.59966, -1.34853], [1.20117, -2.32019, 0.26298], [2.81635, -1.88551, -1.60333], [2.61239, -0.58033, -0.54127], [1.79305, 1.48665, -3.31713], [3.01076, 1.26668, -2.08029], [1.29417, 1.52788, -1.62688], [-3.30400, -3.53855, -6.33966], [-3.84757, -3.20244, -5.05594], [-5.17710, -3.67259, -4.93779], [-5.67053, -3.62995, -3.48774], [-6.04969, -2.29509, -3.12509], [-6.51822, -2.24457, -1.78652], [-6.54972, -0.79042, -1.22733], [-5.27824, -0.14653, -1.23997], [-5.50614, 1.20267, -0.88671], [-2.31799, -3.13079, -6.56238], [-3.90816, -3.19787, -7.18050], [-3.36296, -4.61659, -6.48949], [-5.12083, -4.72918, -5.19963], [-5.80510, -3.06490, -5.58928], [-4.88837, -3.99735, -2.82340], [-6.47869, -4.35820, -3.41972], [-5.27421, -1.70601, -3.39289], [-5.89899, -2.70716, -1.01797], [-7.53520, -2.61106, -1.64674], [-6.94587, -0.79992, -0.21191], [-7.19882, -0.26344, -1.92666], [-4.57270, 1.70319, -1.14418], [-5.82906, 1.30847, 0.14897], [-6.28345, 1.59738, -1.54098], [5.44009, -2.77948, 3.02055], [4.42686, -1.84739, 3.23665], [3.11971, -1.96082, 2.56161], [2.11623, -0.90480, 3.09520], [2.05398, -0.92588, 4.55556], [1.44008, 0.33918, 4.95164], [2.49036, 1.51582, 4.95137], [3.53167, 1.43673, 5.88428], [4.36004, 2.55024, 5.99139], [6.43613, -2.44504, 3.31063], [5.51498, -3.01062, 1.95798], [5.04552, -3.59722, 3.62365], [2.67561, -2.95345, 2.63612], [3.23866, -1.77528, 1.49413], [1.13612, -1.05687, 2.64315], [2.40785, 0.07522, 2.71757], [2.97038, -0.76972, 4.95046], [1.11066, 0.30735, 5.99018], [0.55634, 0.53858, 4.34555], [1.89175, 2.35152, 5.31382], [2.92350, 1.73701, 3.97589], [5.10577, 2.46145, 6.78138], [3.68604, 3.36233, 6.26405], [4.81277, 2.83357, 5.04120], [1.02960, 10.47322, -4.67555], [1.06133, 9.22689, -5.33705], [2.35556, 8.75325, -5.46467], [2.45843, 7.44890, -6.22344], [2.01794, 6.35130, -5.36046], [1.79439, 5.07404, -6.07637], [1.03586, 3.99221, -5.28699], [-0.26606, 4.51971, -4.90536], [-1.34886, 3.58470, -4.86696], [1.75129, 11.10651, -5.19149], [1.35711, 10.39175, -3.63911], [-0.02938, 10.73115, -4.68676], [2.84077, 8.61926, -4.49787], [2.94967, 9.49607, -5.99699], [3.52739, 7.41452, -6.43377], [1.98642, 7.46197, -7.20585], [1.06947, 6.55443, -5.07896], [2.71277, 4.60604, -6.43082], [1.19462, 5.18838, -6.97931], [1.70450, 3.58805, -4.52694], [0.87994, 3.14559, -5.95561], [-1.50584, 3.09291, -5.82696], [-2.28106, 4.02491, -4.51293], [-1.22677, 2.84120, -4.07930], [5.07471, 0.46222, -4.54529], [5.84505, -0.50459, -3.66420], [5.52458, -0.43850, -2.26121], [5.53727, 1.84407, -4.52682], [4.00073, 0.46042, -4.35912], [5.15087, 0.16884, -5.59230], [6.91801, -0.43492, -3.84309], [5.68001, -1.53439, -3.98105], [5.62061, 0.44610, -1.90086], [5.17376, 2.31084, -5.28285], [-2.42900, 5.19311, -1.34741], [-2.06068, 3.95760, -0.55328], [-0.98129, 3.29709, -1.07017], [-3.55784, 5.89901, -0.80527], [-2.64573, 4.96833, -2.39172], [-1.53597, 5.81793, -1.36173], [-2.86767, 3.23051, -0.46272], [-1.80906, 4.27969, 0.45720], [-1.28784, 2.45152, -1.40581], [-3.33806, 6.74219, -0.40234], [5.63248, 0.83314, 1.32947], [4.80099, 1.66751, 0.31025], [5.58226, 1.84232, -0.85602], [6.96270, 1.39294, 1.61416], [5.85316, -0.16851, 0.96058], [5.08862, 0.63356, 2.25276], [4.49166, 2.58100, 0.81815], [3.86051, 1.17368, 0.06584], [6.31020, 2.40222, -0.57637], [7.20548, 1.27723, 2.53571], [3.17609, 4.96274, -1.77972], [4.00414, 4.35325, -2.91471], [4.36530, 5.32339, -3.90035], [1.94471, 5.38415, -2.28482], [3.61893, 5.81484, -1.26406], [2.87131, 4.18941, -1.07462], [3.38329, 3.64307, -3.46088], [4.79361, 3.68615, -2.56854], [3.56923, 5.68922, -4.29283], [1.46322, 4.60863, -2.58202], [-4.95040, 4.29294, 1.50916], [-4.79380, 5.57651, 2.38423], [-3.73349, 5.45115, 3.33721], [-5.81564, 3.29567, 2.14535], [-3.94391, 3.91839, 1.32260], [-5.45099, 4.57453, 0.58276], [-5.72181, 5.95287, 2.81464], [-4.56590, 6.47941, 1.81771], [-2.88892, 5.62573, 2.91553], [-5.60335, 3.32844, 3.08101], [0.35434, 2.59268, 2.13408], [1.28027, 3.62326, 1.53033], [1.16227, 4.90604, 2.19418], [0.42767, 1.39050, 1.39281], [-0.66643, 2.90082, 1.90784], [0.46390, 2.50566, 3.21506], [1.09292, 3.74000, 0.46292], [2.31356, 3.27896, 1.57354], [1.61985, 5.56615, 1.66839], [-0.47049, 1.07268, 1.51067], [0.96413, -5.14825, 2.51210], [-0.07938, -6.22099, 2.09808], [0.52026, -7.47647, 1.94133], [1.00360, -5.10751, 3.91508], [0.56953, -4.21763, 2.10425], [1.93980, -5.30968, 2.05372], [-0.46822, -5.92855, 1.12269], [-0.95430, -6.43120, 2.71323], [0.74647, -7.88927, 2.77801], [0.09652, -4.85317, 4.09974], [-2.38648, 0.28013, -2.87353], [-1.53148, -0.20364, -4.01811], [-0.68486, -1.20358, -3.57784], [-1.66251, 0.86180, -1.86743], [-2.90536, -0.61770, -2.53774], [-3.11592, 0.93375, -3.35188], [-0.91601, 0.60714, -4.40789], [-2.15463, -0.50331, -4.86072], [0.07978, -0.85546, -3.11338], [-1.11678, 0.13442, -1.55972], [1.92078, -5.64950, -1.30230], [3.12738, -4.70901, -1.39815], [3.51383, -4.30328, -0.08348], [1.63322, -6.24536, -2.50848], [1.04626, -5.07621, -0.99465], [2.13125, -6.42002, -0.56061], [2.78874, -3.89140, -2.03448], [3.92920, -5.12793, -2.00621], [4.36589, -3.86102, -0.08637], [1.15673, -5.60031, -3.03618], [7.42153, -3.66801, -2.04551], [7.06848, -3.01293, -0.68702], [5.73230, -2.66282, -0.63312], [8.81711, -3.73700, -2.34389], [7.04354, -3.06454, -2.87077], [7.02116, -4.67661, -2.14813], [7.72308, -2.15614, -0.52731], [7.46927, -3.70340, 0.05508], [5.47014, -1.94660, -1.21611], [9.13126, -4.48406, -1.82929], [-3.66075, -4.64259, 3.87395], [-2.74121, -3.98404, 4.87430], [-1.41501, -3.85219, 4.37060], [-3.94507, -3.66767, 2.90679], [-4.59898, -4.95308, 4.33377], [-3.18014, -5.48846, 3.38242], [-2.82178, -4.54582, 5.80491], [-2.99169, -2.98482, 5.23056], [-0.96466, -3.23912, 4.95620], [-4.55951, -3.09425, 3.37073], [-5.83377, -0.65177, 4.47742], [-7.32818, -0.45315, 4.73880], [-7.57358, -0.72743, 6.11694], [-5.27704, -1.95171, 4.83292], [-5.29748, -0.02305, 5.18820], [-5.56136, -0.38715, 3.45572], [-7.94221, -1.00907, 4.03027], [-7.66241, 0.57165, 4.57702], [-8.15187, -1.49060, 6.18601], [-5.20480, -2.00471, 5.78873]], "mulliken_charge": [-0.54, -0.42, 0.00, 0.20, 1.57, -0.94, 1.34, -0.62, -0.39, 0.32, -0.06, 0.46, 0.67, -0.13, 0.55, -0.96, -0.82, 0.25, 0.14, -0.07, -0.55, 0.00, 0.06, 0.42, -0.67, -0.25, -1.01, 0.84, -0.40, 0.57, -0.45, -0.17, -0.94, 0.39, 0.10, 0.17, 0.12, 0.57, -0.22, -0.07, 0.33, -0.35, 0.35, 0.34, 0.05, 0.29, 0.38, 0.28, 0.70, -0.64, -0.62, 0.63, 1.08, 0.13, 1.85, -0.72, 0.33, -0.41, -0.34, -0.43, -0.52, 0.38, 0.53, -1.44, -0.49, -0.41, 0.17, -1.08, -0.83, 0.17, -0.43, -0.20, -1.19, 0.01, -1.03, 0.13, -0.40, -0.19, -0.95, 0.20, -0.72, 0.28, 0.40, 0.47, 0.54, 0.33, -0.27, 0.47, 0.28, -0.02, 0.41, 0.38, 0.43, -0.45, 0.41, 0.58, -0.72, -0.35, 0.16, 1.07, -0.19, 0.15, -0.55, -0.50, -0.69, 0.21, 0.04, 0.40, 0.22, -0.19, -0.36, -0.51, 0.55, -0.53, -0.32, 0.72, 0.25, 0.29, 0.30, 0.20, -0.70, -0.32, -0.72, -0.71, -0.04, -1.67, 1.00, -0.36, -0.76, 0.30, 0.30, 0.23, 0.34, 0.51, 0.35, 0.44, 0.18, 0.41, 0.64, -0.96, 0.72, 0.48, 0.38, -0.07, -0.30, -0.41, -0.39, -0.52, 0.03, 0.58, 0.41, 0.15, 0.14, 0.27, -0.96, 1.83, 0.43, -0.54, 0.08, 0.42, -0.92, -0.25, -0.51, 0.32, 0.64, 0.29, -0.76, -0.71, -0.42, 0.24, 0.13, -0.57, 0.46, 0.38, 0.22, 0.66, -0.66, -0.46, 0.35, -0.33, -0.56, 0.34, 0.37, 0.07, 1.13, -0.98, -0.49, -0.54, -0.74, 0.37, 0.36, 0.26, 0.27, 0.28, 1.69, -0.19, -0.61, 2.32, -1.43, -0.43, -0.22, 0.00, 0.36, -0.53, 0.19, -0.02, -0.61, -0.63, -0.40, 0.55, -0.14, 0.28, 0.34, 0.53, 0.21, -0.35, 0.34, 2.72, -0.74, 0.79, -0.06, 0.39, -0.79, -0.86, 0.26, 1.00, -0.34, -0.73, -0.59, 0.45, -0.96, 0.52, -0.06, 0.13, -0.42, -0.53, 0.98, -0.59, 0.03, 0.32, 0.35, 0.56, -0.60, 0.35, -0.96, 0.45, -0.07, -0.13, 0.36, 0.20, 0.22, -0.25, -0.06, 0.15, 0.56, -0.79, -0.56, -0.53, -0.20, 0.20, 0.43, 0.28, 0.33, 0.27], "e_lumo_ev": 0.241}

{"formula": "H22O11", "method": "ωB97M-V with the def2-TZVPD basis set", "symbols": ["O", "H", "H", "O", "H", "H", "O", "H", "H", "O", "H", "H", "O", "H", "H", "O", "H", "H", "O", "H", "H", "O", "H", "H", "O", "H", "H", "O", "H", "H", "O", "H", "H"], "coordinates": [[0.69012, -3.30477, -1.82085], [0.91554, -4.14206, -1.40537], [0.00737, -2.90363, -1.25314], [-0.44459, -0.88820, 2.73949], [0.34493, -0.50320, 2.32720], [-0.17480, -1.10042, 3.63887], [2.30528, 1.06544, -2.62381], [1.62122, 0.38114, -2.59442], [1.83772, 1.86629, -2.87648], [-1.24350, 2.60223, -1.38920], [-1.28760, 2.47092, -2.33987], [-1.01615, 1.72978, -1.02812], [3.35742, 3.05742, 0.58442], [2.90092, 3.90087, 0.66631], [2.65338, 2.40010, 0.57795], [0.26798, -1.07856, -2.85095], [0.60991, -2.00590, -2.72855], [-0.52688, -1.17463, -3.38430], [-0.31300, 0.17583, -0.18622], [0.52018, 0.16359, 0.29863], [-0.29153, -0.62283, -0.73216], [-3.15206, 0.05615, -0.16166], [-3.28504, 0.49533, 0.69036], [-2.19159, 0.01848, -0.26918], [-0.98997, -2.23049, 0.14836], [-0.90839, -1.74885, 0.98675], [-1.28255, -3.11402, 0.40091], [-2.62206, 1.02278, 2.46741], [-2.92064, 0.50745, 3.22120], [-1.74577, 0.67080, 2.25192], [1.87304, 0.69573, 1.91277], [2.41217, 0.02429, 2.34757], [2.07890, 1.51293, 2.38416]], "mulliken_charge": [-0.69, 0.31, 0.38, -0.65, 0.38, 0.26, -0.64, 0.32, 0.31, -0.65, 0.29, 0.34, -0.64, 0.32, 0.31, -0.67, 0.46, 0.25, -0.49, 0.17, 0.42, -0.68, 0.40, 0.29, -0.66, 0.32, 0.28, -0.69, 0.30, 0.38, -0.67, 0.29, 0.32], "smiles": "O.O.O.O.O.O.O.O.O.O.O", "relative_energy_ev": 1.415, "e_lumo_ev": -0.459}

Q: Number 2 is which compound?
A: H22O11